(1)
{"formula": "C27H24F10N5O3OsS", "method": "ωB97M-V/def2-TZVPD", "homo_ha": [-0.2628, -0.2709], "spin_multiplicity": 2, "gap_ha": [0.2310, 0.2474], "de_lowest_kcal_mol": 41.2, "e_lumo_ev": [-0.9, -0.6], "species": ["Os", "C", "N", "C", "C", "N", "C", "C", "F", "C", "F", "C", "F", "C", "F", "C", "F", "C", "C", "N", "C", "C", "F", "C", "F", "C", "F", "C", "F", "C", "F", "H", "H", "H", "H", "H", "H", "H", "H", "H", "H", "H", "O", "N", "C", "C", "C", "C", "C", "S", "H", "H", "H", "H", "O", "C", "O", "C", "N", "C", "C", "C", "H", "H", "H", "H", "H", "H", "H", "H", "H"], "xyz": [[0.668, -1.065, -1.612], [2.709, -1.236, -3.720], [2.686, -1.286, -2.235], [3.170, -2.599, -1.729], [2.064, -3.619, -1.903], [0.908, -3.096, -1.173], [-0.171, -3.986, -1.101], [-0.795, -4.572, -2.202], [-0.342, -4.334, -3.439], [-1.881, -5.422, -2.083], [-2.440, -5.949, -3.174], [-2.396, -5.718, -0.836], [-3.447, -6.525, -0.713], [-1.793, -5.175, 0.284], [-2.262, -5.467, 1.500], [-0.696, -4.346, 0.142], [-0.128, -3.889, 1.263], [3.458, -0.141, -1.699], [2.680, 1.155, -1.920], [1.244, 0.885, -1.922], [0.463, 2.040, -1.908], [-0.336, 2.397, -2.995], [-0.297, 1.673, -4.117], [-1.145, 3.520, -2.981], [-1.897, 3.825, -4.042], [-1.142, 4.359, -1.882], [-1.910, 5.450, -1.866], [-0.323, 4.067, -0.809], [-0.318, 4.870, 0.264], [0.454, 2.926, -0.828], [1.206, 2.663, 0.251], [3.746, -1.311, -4.062], [2.273, -0.296, -4.050], [2.128, -2.055, -4.132], [3.353, -2.467, -0.663], [4.100, -2.876, -2.234], [2.394, -4.576, -1.485], [1.868, -3.794, -2.968], [4.434, -0.111, -2.193], [3.605, -0.320, -0.637], [2.980, 1.630, -2.865], [2.964, 1.841, -1.117], [1.648, -0.788, 0.372], [0.473, -1.009, 0.968], [0.293, -1.060, 2.290], [-0.983, -1.283, 2.755], [-2.027, -1.434, 1.844], [-1.786, -1.377, 0.484], [-0.485, -1.170, 0.046], [-0.946, -1.141, -2.930], [1.176, -0.934, 2.896], [-1.153, -1.347, 3.820], [-3.034, -1.597, 2.205], [-2.580, -1.493, -0.239], [-3.076, 3.265, 1.539], [-2.027, 2.474, 1.777], [-1.564, 1.748, 0.939], [-1.448, 2.614, 3.179], [-2.368, 3.319, 4.076], [-1.597, 4.156, 5.023], [-0.128, 3.975, 4.622], [-0.206, 3.510, 3.170], [-1.182, 1.611, 3.526], [-2.996, 2.688, 4.553], [-3.248, 3.726, 2.388], [-1.773, 3.845, 6.054], [-1.911, 5.197, 4.936], [0.343, 3.206, 5.238], [0.449, 4.891, 4.738], [0.675, 2.980, 2.818], [-0.374, 4.358, 2.503]]}

***

(2)
{"formula": "C4H9N3O2", "method": "ωB97M-V/def2-TZVPD", "homo_ha": -0.3126, "smiles": "C/C(CC(=O)NO)=N/N", "gap_ha": 0.3373, "de_lowest_kcal_mol": 88.2, "e_lumo_ev": 0.7, "species": ["C", "C", "C", "C", "O", "N", "O", "N", "N", "H", "H", "H", "H", "H", "H", "H", "H", "H"], "xyz": [[-1.430, 0.686, 1.591], [-0.522, 0.620, 0.391], [-0.905, -0.235, -0.799], [-0.031, -1.376, -0.358], [-0.444, -2.473, 0.045], [1.330, -1.195, -0.665], [2.165, -2.215, -0.179], [0.572, 1.382, 0.415], [1.118, 1.733, -0.755], [-1.096, -0.050, 2.327], [-1.410, 1.677, 2.052], [-2.461, 0.449, 1.317], [-0.634, 0.174, -1.775], [-1.957, -0.526, -0.748], [1.759, -0.348, -1.041], [1.503, -2.865, 0.158], [0.492, 2.256, -1.375], [1.952, 2.306, -0.602]]}

***

(3)
{"formula": "C37H39ClF5N3O4P2Zn", "method": "ωB97M-V/def2-TZVPD", "homo_ha": -0.2721, "gap_ha": 0.2893, "de_lowest_kcal_mol": 0.0, "e_lumo_ev": 0.5, "species": ["Zn", "Cl", "C", "C", "C", "C", "C", "C", "P", "C", "C", "C", "C", "C", "C", "C", "C", "C", "C", "C", "C", "H", "H", "H", "H", "H", "H", "H", "H", "H", "H", "H", "H", "H", "H", "O", "P", "N", "C", "C", "C", "C", "N", "C", "C", "C", "C", "N", "C", "C", "C", "C", "H", "H", "H", "H", "H", "H", "H", "H", "H", "H", "H", "H", "H", "H", "H", "H", "H", "H", "H", "H", "H", "H", "H", "H", "O", "C", "O", "H", "F", "C", "C", "F", "C", "F", "C", "O", "C", "F", "C", "F"], "xyz": [[-1.287, -1.271, -0.949], [-0.876, -4.276, -2.209], [0.821, -4.571, -2.038], [1.336, -5.715, -2.636], [2.684, -6.002, -2.525], [3.524, -5.149, -1.820], [3.002, -4.013, -1.231], [1.643, -3.701, -1.322], [1.006, -2.187, -0.523], [2.378, -1.032, -0.843], [3.302, -0.617, 0.109], [4.336, 0.242, -0.251], [4.455, 0.678, -1.562], [3.524, 0.276, -2.513], [2.482, -0.561, -2.153], [1.096, -2.550, 1.257], [1.470, -3.783, 1.780], [1.445, -3.994, 3.154], [1.058, -2.976, 4.011], [0.680, -1.743, 3.494], [0.684, -1.536, 2.124], [0.670, -6.368, -3.183], [3.079, -6.894, -2.993], [4.579, -5.369, -1.734], [3.657, -3.342, -0.688], [3.224, -0.970, 1.130], [5.054, 0.558, 0.494], [5.269, 1.335, -1.843], [3.609, 0.620, -3.537], [1.740, -0.858, -2.889], [1.760, -4.591, 1.122], [1.716, -4.964, 3.551], [1.031, -3.147, 5.080], [0.351, -0.952, 4.158], [0.342, -0.593, 1.715], [-0.743, 0.505, -0.152], [-0.902, 1.980, -0.379], [-2.364, 2.359, -1.000], [-2.678, 3.582, -1.759], [-4.083, 3.950, -1.297], [-4.710, 2.583, -1.034], [-3.584, 1.813, -0.357], [-0.669, 2.720, 1.067], [-1.003, 4.128, 1.292], [-0.582, 4.365, 2.742], [0.595, 3.407, 2.921], [0.146, 2.165, 2.156], [0.148, 2.700, -1.423], [0.197, 2.349, -2.848], [1.139, 3.415, -3.395], [2.185, 3.584, -2.280], [1.516, 3.038, -1.000], [-2.684, 3.363, -2.832], [-1.939, 4.364, -1.584], [-4.619, 4.548, -2.032], [-4.033, 4.521, -0.365], [-4.965, 2.100, -1.980], [-5.608, 2.624, -0.420], [-3.654, 0.742, -0.519], [-3.566, 2.006, 0.720], [-2.069, 4.306, 1.138], [-0.452, 4.785, 0.607], [-1.396, 4.087, 3.415], [-0.326, 5.406, 2.933], [0.824, 3.194, 3.964], [1.491, 3.827, 2.455], [-0.456, 1.506, 2.789], [0.986, 1.585, 1.769], [-0.799, 2.378, -3.287], [0.594, 1.340, -2.995], [0.585, 4.343, -3.544], [1.582, 3.130, -4.348], [2.486, 4.624, -2.161], [3.082, 3.009, -2.501], [1.484, 3.777, -0.199], [2.059, 2.159, -0.633], [-2.921, -0.768, -2.207], [-2.129, -0.589, -3.165], [-0.892, -0.773, -3.058], [-2.537, -0.259, -4.132], [-2.886, -3.055, 5.631], [-2.693, -2.944, 4.307], [-2.881, -1.736, 3.663], [-3.250, -0.655, 4.367], [-2.670, -1.631, 2.303], [-2.834, -0.427, 1.722], [-2.247, -2.707, 1.508], [-1.993, -2.634, 0.236], [-2.082, -3.920, 2.200], [-1.671, -5.001, 1.519], [-2.292, -4.037, 3.559], [-2.083, -5.211, 4.169]]}

***

(4)
{"formula": "C4H4B3F9LuNO3P", "method": "ωB97M-V/def2-TZVPD", "homo_ha": -0.6196, "total_charge": 3, "gap_ha": 0.0531, "e_lumo_ev": -15.4, "species": ["N", "P", "B", "O", "B", "O", "B", "C", "F", "F", "C", "F", "F", "C", "F", "F", "C", "F", "F", "F", "O", "H", "H", "H", "H", "Lu"], "xyz": [[5.270, 0.597, -1.081], [4.236, -0.665, -0.864], [2.634, 0.094, -0.082], [2.155, 1.406, -0.464], [1.502, 1.922, 0.741], [0.224, 1.274, 1.076], [0.462, -0.100, 0.781], [-0.645, -1.181, 0.258], [-0.276, -2.436, 0.840], [-0.474, -1.323, -1.133], [-2.162, -0.915, 0.722], [-2.238, -0.105, 1.972], [-2.705, -2.219, 1.105], [-3.150, -0.341, -0.419], [-3.298, -1.169, -1.524], [-4.506, -0.271, 0.203], [-2.827, 1.145, -0.919], [-4.007, 1.600, -1.560], [-1.833, 1.157, -1.890], [-2.554, 2.053, 0.108], [1.833, -0.581, 0.934], [6.109, 0.343, -0.512], [3.922, -1.239, -2.152], [4.761, -1.673, 0.017], [2.001, 2.757, 1.412], [-4.433, -0.130, 2.432]]}